A structure of composition C49H46BrCaCl3N6O5Si2Te. Source: the Open Molecules 2025 dataset; level of theory: ωB97M-V/def2-TZVPD.

```
114
Properties=species:S:1:pos:R:3:mulliken_charge:R:1
Ca 0.936 -2.014 -0.936 1.7399
Cl 3.090 -8.816 0.165 -0.2807
C 2.136 -7.350 0.219 0.1701
C 2.619 -6.222 -0.427 -1.1211
C 1.915 -5.015 -0.425 -0.2061
N 2.370 -3.855 -1.055 0.0077
C 3.615 -3.709 -1.488 0.2195
O 4.572 -4.503 -1.507 -0.8336
C 3.941 -2.311 -2.046 0.5053
C 5.272 -1.900 -2.000 -0.7117
C 5.604 -0.701 -2.600 -0.5211
C 4.612 0.035 -3.241 -0.7737
C 3.313 -0.442 -3.204 -0.2005
N 2.978 -1.584 -2.605 -0.0183
C 0.646 -4.971 0.251 -0.0567
C 0.206 -6.118 0.911 -0.8829
C 0.937 -7.298 0.892 -0.1212
Cl 0.296 -8.690 1.736 -0.2805
N -0.151 -3.818 0.130 0.0489
C -1.191 -3.600 0.933 0.4149
O -1.555 -4.182 1.968 -0.8140
C -2.132 -2.510 0.415 -0.0569
C -3.480 -2.615 0.757 -0.8519
C -4.385 -1.727 0.208 -0.8037
C -3.919 -0.747 -0.658 -1.1658
C -2.557 -0.691 -0.908 -0.5031
N -1.678 -1.536 -0.378 1.4521
H 3.569 -6.260 -0.933 0.6659
H 5.993 -2.541 -1.515 0.4804
H 6.627 -0.341 -2.579 0.3558
H 4.829 0.973 -3.738 0.4571
H 2.490 0.104 -3.652 0.3557
H -0.725 -6.081 1.452 0.6465
H -3.770 -3.404 1.436 0.5881
H -5.442 -1.803 0.439 0.4003
H -4.585 -0.041 -1.135 0.5206
H -2.137 0.070 -1.557 0.5182
Cl -4.713 -1.784 -6.406 -0.3041
C -3.317 -1.769 -5.339 0.1028
C -2.853 -2.975 -4.792 -0.6185
C -1.765 -2.987 -3.962 -0.6339
C -1.067 -1.785 -3.608 -0.4420
O -0.068 -1.791 -2.850 -0.2963
C -1.586 -0.563 -4.169 1.1078
C -1.040 0.734 -3.855 -0.3806
N -0.178 0.970 -2.934 0.6795
C 0.237 2.278 -2.656 0.3476
C -0.316 3.437 -3.153 -0.4588
C 0.186 4.707 -2.805 -1.0928
C 1.257 4.832 -1.967 -0.9113
C 1.855 3.670 -1.422 1.1714
C 2.967 3.733 -0.547 -1.1302
C 3.476 2.581 -0.024 -1.0312
C 2.857 1.353 -0.363 -0.6118
N 1.841 1.260 -1.177 1.6033
C 1.338 2.394 -1.735 -0.6818
C -2.691 -0.590 -5.035 -1.1855
H -3.365 -3.899 -5.035 0.4205
H -1.400 -3.909 -3.529 0.5067
H -1.467 1.540 -4.473 0.0560
H -1.166 3.391 -3.821 0.1984
H -0.291 5.591 -3.214 0.3725
H 1.653 5.806 -1.700 0.3901
H 3.389 4.701 -0.298 0.3472
H 4.324 2.584 0.648 0.4963
H 3.219 0.420 0.066 0.2775
H -3.061 0.342 -5.449 0.3498
Br -0.816 -2.848 7.215 -0.2782
C -0.010 -2.486 5.521 -0.0605
C -0.674 -1.675 4.620 -0.8651
C -0.077 -1.414 3.395 0.8618
C 1.165 -1.952 3.086 0.3558
C 1.805 -2.776 4.005 -0.7895
C 1.221 -3.050 5.232 -0.4930
C 1.830 -1.643 1.758 -0.5264
O 2.951 -2.105 1.522 -0.8193
O 1.177 -0.877 0.973 1.5988
H -1.645 -1.264 4.863 0.5134
H -0.566 -0.785 2.661 0.2832
H 2.762 -3.197 3.727 0.4714
H 1.709 -3.695 5.950 0.4097
C -3.382 3.088 -1.665 -0.1222
Si -3.439 3.796 0.070 0.1653
C -2.408 5.362 0.121 -0.8835
C -5.225 4.250 0.468 -1.1156
C -2.826 2.553 1.321 -0.9366
Te -0.905 1.765 0.795 -1.0320
C 0.197 3.364 1.707 0.3004
Si 0.792 2.908 3.425 0.2543
C -0.639 2.346 4.502 -1.0245
C 1.539 4.444 4.226 -1.1931
C 2.097 1.583 3.285 0.1287
H -3.416 3.889 -2.410 0.4260
H -4.221 2.416 -1.855 0.3835
H -2.456 2.529 -1.821 -0.4803
H -2.875 6.131 -0.502 0.3641
H -1.399 5.182 -0.265 0.0718
H -2.317 5.758 1.136 0.3416
H -5.651 4.902 -0.299 0.3137
H -5.295 4.770 1.427 0.2967
H -5.847 3.354 0.530 0.2817
H -3.510 1.699 1.359 0.6109
H -2.757 2.942 2.339 0.5902
H -0.444 4.251 1.690 0.4188
H 1.043 3.566 1.046 -0.6439
H -1.230 3.199 4.851 0.3183
H -0.267 1.808 5.378 0.3883
H -1.300 1.665 3.962 0.1937
H 0.789 5.232 4.338 0.2937
H 2.359 4.844 3.623 0.3062
H 1.937 4.215 5.219 0.3154
H 1.841 0.871 2.495 -0.7762
H 2.198 1.013 4.212 0.4507
H 3.070 2.020 3.043 0.3392
```

highest occupied orbital energy: -2.10 eV
molecular weight: 1209.06 g mol⁻¹
HOMO-LUMO gap: 0.1981 Eh
net charge: -2
DFT total energy: -219846.315 eV